The following is a quantum chemistry calculation of an isolated ion of composition C6H16NS and charge +1, from the OMol25 dataset.

Last column: natural (NBO) charge in e.
Positions of all 24 atoms, in Å:
C 1.34716 -0.38145 2.92077  -0.60
C -0.64753 1.15624 -2.83657  -0.66
C -1.28865 0.98647 2.11008  -0.64
C 0.60875 -0.89860 1.72959  -0.45
C -0.78135 -0.11260 -2.10219  -0.28
C -0.37047 0.02996 1.24727  -0.29
N 0.19002 -1.14240 -2.59354  -0.72
S -0.26424 0.67068 -0.21456  0.61
H 1.50720 0.70281 2.95265  0.21
H 0.92244 -0.63294 3.84074  0.22
H 2.31770 -0.80250 2.91263  0.23
H -1.28046 1.17310 -3.71283  0.25
H 0.44319 1.29675 -3.00759  0.20
H -0.82341 1.97834 -2.19139  0.25
H -0.49389 1.52075 2.71235  0.23
H -2.00727 1.62643 1.58592  0.25
H -1.68686 0.30365 2.86252  0.24
H 0.44987 -1.92317 1.93109  0.23
H 1.24052 -0.91690 0.89192  0.19
H -1.74725 -0.57437 -2.18232  0.21
H 0.64266 -1.70614 -1.78087  0.45
H 0.91367 -0.60429 -3.16921  0.45
H -0.24792 -1.82165 -3.29092  0.45
H 1.05612 0.07182 -0.61552  -0.01

Cartesian forces (eV/Å) of the 3 atoms listed first:
0.837 1.483 -0.143
1.311 -0.377 -0.813
2.581 -1.677 1.247

Results
- E_HOMO: -11.109 eV
- Charge: +1
- Electronic energy: -18795.7963 eV
- ΔE to the lowest compared entry with this formula, charge and spin: 4.8639 eV



The following is a quantum chemistry calculation of one molecule with the formula C15H24NO2P, from the OMol25 dataset.

Last column: natural (NBO) charge in e.
Positions of all 43 atoms, in Å:
C 3.72328 -0.34748 0.51797  -0.60
C 2.40641 -0.32972 1.23493  -0.40
C 1.25029 -0.23656 0.21832  -0.76
P -0.37693 -0.14649 1.12108  1.97
O -0.45277 -1.32332 2.01678  -1.13
C -1.78853 -0.23566 0.08430  -0.90
C -1.37785 -0.03454 -1.32658  0.70
O -1.07149 1.13006 -1.56998  -0.66
N -1.31229 -0.96340 -2.35668  -0.46
C -2.05494 -2.24017 -2.25456  -0.21
C -1.29249 -3.26644 -1.44567  -0.62
C -0.70223 -0.63142 -3.65131  -0.21
C 0.80808 -0.52328 -3.54929  -0.62
C -0.39381 1.40471 2.10892  -0.42
C -0.58872 2.68255 1.55949  -0.19
C -0.65091 3.79804 2.41001  -0.21
C -0.64655 3.66283 3.81089  -0.20
C -0.38948 2.40226 4.34486  -0.22
C -0.21731 1.28044 3.51268  -0.17
H 4.51975 -0.60190 1.23331  0.21
H 3.66464 -1.13470 -0.25103  0.20
H 3.92311 0.62525 0.05739  0.20
H 2.40592 0.54164 1.88921  0.21
H 2.28367 -1.23915 1.83225  0.22
H 1.41964 0.71827 -0.30471  0.23
H 1.21139 -1.04737 -0.52644  0.24
H -2.24682 -1.21107 0.23102  0.27
H -2.51670 0.51980 0.38344  0.29
H -2.99692 -1.99040 -1.72208  0.19
H -2.31862 -2.71842 -3.19285  0.21
H -1.06315 -2.88652 -0.45382  0.22
H -1.87954 -4.19521 -1.34226  0.21
H -0.34306 -3.53679 -1.92302  0.21
H -0.93515 -1.40287 -4.38739  0.20
H -1.16725 0.32348 -4.01260  0.21
H 1.17666 -1.55122 -3.36289  0.20
H 1.09914 0.14702 -2.71145  0.23
H 1.26678 -0.08074 -4.45215  0.22
H -0.61286 2.76311 0.47817  0.24
H -0.76019 4.78371 1.94387  0.22
H -0.73914 4.52915 4.45986  0.22
H -0.24490 2.26358 5.38385  0.21
H -0.01814 0.29894 3.96416  0.24

Cartesian forces (eV/Å) of the 3 atoms listed first:
0.409 -0.567 -0.180
-0.805 -0.486 -0.021
-0.648 1.415 0.208

Results
- SMILES string: CCC[P@](=O)(CC(=O)N(CC)CC)c1ccccc1
- E_HOMO: -9.352 eV
- Charge: 0
- Electronic energy: -30819.2507 eV
- ΔE to the lowest compared entry with this formula, charge and spin: 0.9479 eV



The following is a quantum chemistry calculation of a 2-piece molecular cluster, C4H14NO overall, from the OMol25 dataset.

Last column: natural (NBO) charge in e.
Positions of all 20 atoms, in Å:
C -0.58580 0.78008 -0.54534  -0.21
C 0.35568 1.29063 0.52593  -0.44
C 0.45917 0.55582 1.89350  -0.42
C 1.31604 -0.72323 1.90620  -0.62
N -0.64473 -0.74024 -0.58442  -0.70
H -1.61341 1.10525 -0.36710  0.22
H -0.26915 1.12000 -1.51915  0.23
H 1.37633 1.32500 0.12101  0.22
H 0.09055 2.32358 0.74537  0.25
H 0.95440 1.27534 2.53916  0.24
H -0.53299 0.33754 2.27326  0.21
H 0.84683 -1.62673 1.50606  0.17
H 1.60348 -0.94041 2.93088  0.25
H 2.23959 -0.56521 1.33659  0.22
H -0.09815 -1.06101 0.21383  0.45
H -0.35695 -1.14490 -1.48551  0.47
H -1.62206 -1.00543 -0.47369  0.44
H -1.93205 -0.90748 -3.76320  0.50
H -0.51767 -0.43388 -3.92236  0.49
O -1.06913 -0.96471 -3.33102  -0.98

Cartesian forces (eV/Å) of the 3 atoms listed first:
-0.385 0.016 0.210
0.922 -0.150 0.473
0.025 -0.169 -0.930

Results
- E_HOMO: -15.640 eV
- Charge: +1
- Electronic energy: -7906.4319 eV
- ΔE to the lowest compared entry with this formula, charge and spin: 0.5224 eV



The following is a quantum chemistry calculation of a 9-piece molecular cluster, C42H36BF4O26 overall, from the OMol25 dataset.

Last column: Mulliken charge in e.
Positions of all 109 atoms, in Å:
B 0.04254 0.51634 -0.82557  0.21
F -1.15746 -0.01966 -0.75157  0.02
F 0.76054 0.19434 0.29743  -0.52
F 0.69954 0.16734 -1.97457  -0.09
F -0.23946 1.89134 -0.81057  -0.49
C 2.80654 2.25034 -7.48157  -0.85
C 3.99154 3.18834 -7.74357  -0.05
C 4.75254 3.71334 -6.68657  1.08
O 5.78054 4.39034 -6.82457  -0.62
C 4.37454 3.33834 -5.28057  -0.81
C 3.28254 2.39534 -4.99857  0.27
C 2.51054 1.73034 -6.14457  1.03
O 1.62954 0.93734 -5.91157  -0.52
O 2.90054 1.92834 -3.80257  -0.38
O 4.36854 3.64834 -9.02757  -0.52
H 2.32654 1.90734 -8.38257  0.41
H 5.03254 3.71634 -4.47357  0.38
H 2.02454 1.57134 -3.96657  0.23
H 5.34854 3.84234 -8.88557  0.36
C 0.71354 -4.91666 1.22443  -0.38
C 1.18654 -3.48866 1.61143  -0.22
C 1.11454 -2.99366 2.93843  0.85
O 1.30554 -1.81466 3.20943  -0.64
C 0.71554 -3.90266 3.98043  -0.59
C 0.28154 -5.33966 3.64243  0.67
C 0.24254 -5.85166 2.25843  -0.13
O 0.00254 -6.99066 2.06343  -0.54
O -0.07246 -6.22366 4.75843  -0.50
O 1.55054 -2.61366 0.53743  -0.16
H 0.71654 -5.14666 0.15643  0.83
H 0.66754 -3.48166 4.99643  0.34
H 0.25054 -5.80066 5.58543  0.33
H 1.59654 -1.59866 0.89143  0.21
C -1.85146 3.16134 4.28343  -0.48
C -0.72046 2.14534 3.96143  0.28
C 0.39454 1.92334 4.91343  0.51
O 1.23854 1.08634 4.64843  -0.60
C 0.54254 2.78934 6.01743  -0.84
C -0.54146 3.87834 6.32743  0.19
C -1.69746 4.03134 5.34443  0.69
O -2.53246 4.85434 5.51143  -0.60
O -0.46746 4.67234 7.49343  -0.46
O -0.69646 1.30634 2.86243  0.27
H -2.71246 3.38134 3.50343  0.14
H 1.35054 2.68034 6.57143  0.62
H 0.36054 4.52834 7.82143  0.30
H -0.09246 0.69934 2.88043  -0.06
C 1.76854 -4.57366 -2.64357  -0.80
C 1.93354 -3.08666 -2.67857  0.69
C 3.16254 -2.40566 -2.21057  0.74
O 3.30154 -1.25166 -2.30657  -0.49
C 4.16054 -3.31066 -1.71857  -0.50
C 4.07054 -4.81866 -1.59757  0.30
C 2.81854 -5.47366 -2.04457  0.77
O 2.64654 -6.74866 -1.87957  -0.68
O 5.07254 -5.71466 -1.10757  -0.48
O 0.96454 -2.35866 -3.16957  -0.49
H 0.82754 -5.22466 -2.99857  0.20
H 5.18154 -2.73366 -1.47657  0.17
H 5.64054 -5.46766 -0.45157  0.31
H 1.23154 -1.41066 -3.02157  0.21
C -2.82646 -5.03266 1.30143  -1.11
C -2.71946 -5.44166 -0.22557  0.02
C -2.14146 -4.51766 -1.15357  0.54
O -1.92046 -4.83166 -2.29257  -0.71
C -1.81846 -3.18166 -0.74257  0.71
C -1.90046 -2.63866 0.85843  0.15
C -2.45246 -3.71866 1.75443  0.16
O -2.63546 -3.48566 2.95043  -0.61
O -1.44946 -1.49966 1.41743  -0.03
O -3.13346 -6.62466 -0.63157  -0.53
H -2.97746 -5.82966 1.89543  0.66
H -1.12446 -2.56566 -1.30457  0.19
H -1.47746 -0.89466 0.70643  -0.02
H -3.04246 -6.75366 -1.60357  0.36
C 2.20454 4.66634 2.98443  -0.48
C 1.28454 4.25334 1.97243  0.31
C -0.00046 4.85434 1.75443  0.56
O -0.85746 4.62134 0.88643  -0.60
C -0.25646 5.89834 2.67643  -0.28
C 0.62754 6.30234 3.77843  0.49
C 1.93654 5.72634 3.90443  0.21
O 2.73554 6.07834 4.74543  -0.60
O 0.25854 7.21734 4.80943  -0.46
O 1.61254 3.21134 1.05343  -0.45
H 3.07754 4.00034 3.02943  0.44
H -1.26346 6.39634 2.56943  0.27
H -0.26746 7.87534 4.58543  0.29
H 0.95154 2.84134 0.63743  0.27
C -3.37046 -1.63866 -3.64257  -1.41
C -4.56046 -0.70366 -3.24057  0.82
O -5.11746 -0.08366 -4.08657  -0.59
C -4.91846 -0.75366 -1.80857  -0.44
H -2.49446 -1.50466 -3.09157  0.17
H -3.21346 -1.58466 -4.62357  0.60
H -3.62646 -2.61566 -3.53557  0.51
H -3.96346 -0.75666 -1.31257  -0.31
H -5.55546 -1.54866 -1.71357  0.50
H -5.56446 0.16134 -1.47357  0.20
C -3.41646 3.27934 -1.28157  -0.76
C -4.11146 2.72834 0.06543  0.28
O -5.27546 3.05034 0.28243  -0.64
C -3.23746 1.92334 1.04143  1.17
H -2.91846 2.34134 -1.61357  0.08
H -2.92146 4.10234 -1.04757  0.44
H -4.35846 3.67834 -1.95557  0.23
H -3.09646 1.09134 0.50143  -0.76
H -3.46446 1.81534 2.14143  0.41
H -2.10146 2.38934 1.06343  -0.38

Cartesian forces (eV/Å) of the 3 atoms listed first:
1.318 2.541 -0.133
-3.908 -2.770 0.021
1.191 -0.591 1.266

Results
- E_HOMO: -6.559 eV
- Charge: -1
- Electronic energy: -108906.1266 eV
- ΔE to the lowest compared entry with this formula, charge and spin: 1.6591 eV



Ordered frontier orbital gap results: 0.2783, 0.3746, 0.4573, 0.2177; unit Ha.
Ordered max |F| results: 3.73, 2.97, 1.05, 10.87; unit eV Å⁻¹.